1.
DFT (ωB97M-V with the def2-TZVPD basis set) results for a single C9H16 molecule.

Geometry as XYZ:
```
25
Properties=species:S:1:pos:R:3:nbo_charge:R:1
C 1.889 1.727 0.158 -0.623
C 1.289 0.456 0.858 -0.390
C 0.624 -0.450 -0.141 -0.076
C 0.705 -1.946 0.222 -0.415
C 1.626 -1.339 -0.851 -0.411
C -0.572 -0.051 -0.956 -0.209
C -1.455 1.223 -0.875 -0.414
C -1.993 -0.091 -0.412 -0.234
C -2.415 -0.318 1.011 -0.614
H 1.449 1.941 -0.803 0.215
H 1.680 2.601 0.778 0.209
H 3.033 1.562 0.130 0.210
H 0.560 0.740 1.664 0.200
H 2.096 -0.083 1.473 0.209
H -0.067 -2.544 -0.218 0.217
H 1.092 -2.181 1.193 0.217
H 2.650 -1.081 -0.541 0.208
H 1.479 -1.479 -1.938 0.216
H -0.487 -0.356 -2.034 0.215
H -1.038 1.929 -0.199 0.213
H -1.844 1.620 -1.809 0.216
H -2.707 -0.585 -1.044 0.209
H -1.665 -0.076 1.765 0.208
H -2.550 -1.377 1.281 0.210
H -3.381 0.158 1.286 0.216
```

Relative energy (zero: lowest compared OMol25 entry of this formula, charge and spin) in kJ/mol: 90.5
Electronic energy in Ha: -352.43608
Total charge: 0
Orbital gap in eV: 10.10


2.
DFT (ωB97M-V with the def2-TZVPD basis set) results for a molecular structure, C9H16BiOP.

Geometry as XYZ:
```
28
Properties=species:S:1:pos:R:3:nbo_charge:R:1
C -0.785 -0.129 -3.333 -0.425
C -1.565 0.984 -2.816 -0.353
C -0.667 1.872 -2.158 -0.293
C 0.638 1.348 -2.244 -0.337
C 0.586 0.085 -2.895 -0.298
Bi -1.053 -0.856 -0.946 0.407
P -0.461 -3.515 -0.594 0.061
H -1.116 -0.863 -4.070 0.243
H -2.599 1.198 -3.092 0.233
H -0.942 2.839 -1.733 0.219
H 1.443 -0.470 -3.278 0.221
H 1.549 1.862 -1.942 0.213
H 0.816 -3.939 -1.111 0.000
H -1.416 -4.423 -1.177 0.022
H -0.422 -3.884 0.800 0.044
C 0.064 1.485 2.880 -0.430
C 1.343 0.648 2.927 -0.433
C 1.344 -0.121 1.613 -0.069
O -0.009 -0.028 1.053 -0.588
C -0.865 0.578 2.101 -0.073
H -0.326 1.723 3.874 0.223
H 0.228 2.416 2.316 0.212
H 1.284 -0.073 3.752 0.204
H 2.237 1.256 3.067 0.224
H 2.046 0.324 0.892 0.200
H 1.597 -1.181 1.770 0.184
H -1.252 -0.236 2.735 0.177
H -1.696 1.100 1.610 0.212
```

Electronic energy in Ha: -983.54002
Total charge: 0
Orbital gap (alpha / beta) in eV: 5.45 / 5.45


3.
DFT (ωB97M-V with the def2-TZVPD basis set) results for a molecular structure, C9H16Cl2N2O2PTc.

Geometry as XYZ:
```
33
Properties=species:S:1:pos:R:3:nbo_charge:R:1
C -0.093 3.548 0.548 -0.749
C -0.027 2.092 0.860 0.564
H 0.759 4.234 0.730 0.308
H -0.939 3.861 1.207 0.291
H -0.455 3.693 -0.489 0.287
O 0.752 1.299 1.309 -0.546
Cl -1.597 1.446 0.639 0.000
Tc -0.090 -1.424 -0.016 0.665
P 0.256 -0.321 -1.957 1.059
C 1.862 -0.723 -2.779 -0.918
C -0.979 -0.993 -3.152 -0.915
H -0.876 1.860 -2.197 0.256
H 0.211 1.523 -3.564 0.301
H 0.885 2.083 -2.016 0.258
C 0.105 1.471 -2.476 -0.880
H -1.982 -0.813 -2.742 0.259
H -0.884 -0.485 -4.125 0.292
H 1.853 -0.390 -3.820 0.291
H 2.015 -1.802 -2.725 0.262
H -0.813 -2.070 -3.262 0.272
H 2.664 -0.216 -2.237 0.263
C 1.724 -1.763 0.302 0.580
O 2.856 -1.969 0.483 -0.262
Cl -1.311 -3.222 -0.401 -0.040
N -0.510 -1.899 4.199 -0.478
C -0.955 -0.601 4.279 0.194
C -0.946 -0.112 3.010 0.207
N -0.456 -1.138 2.150 -0.604
C -0.225 -2.197 2.907 0.408
H -0.418 -2.560 4.960 0.498
H -1.253 -0.095 5.188 0.313
H -1.271 0.848 2.616 0.278
H 0.137 -3.161 2.572 0.286
```

Relative energy (zero: lowest compared OMol25 entry of this formula, charge and spin) in kJ/mol: 0.0
Electronic energy in Ha: -1953.87480
Total charge: +3
⟨S²⟩: 3.7809
2S+1: 4
Orbital gap (alpha / beta) in eV: 6.82 / 5.36


4.
DFT (ωB97M-V with the def2-TZVPD basis set) results for a single C9H16ClNO2 molecule.

Geometry as XYZ:
```
29
Properties=species:S:1:pos:R:3:nbo_charge:R:1
C 1.961 -0.796 -1.827 -0.391
N 0.511 -0.753 -1.606 -0.497
C -0.312 -0.833 -2.810 -0.401
C -0.116 -0.890 -0.343 0.021
Cl -1.509 -2.022 -0.467 -0.064
H 2.234 -0.137 -2.668 0.208
H 2.538 -0.449 -0.967 0.204
H 2.285 -1.816 -2.095 0.181
H 0.234 -0.438 -3.662 0.205
H -0.596 -1.863 -2.999 0.188
H -1.209 -0.245 -2.709 0.202
H 0.545 -1.223 0.465 0.217
C -1.547 1.038 -0.075 -0.619
C -0.372 0.321 0.586 -0.282
C 0.948 1.192 0.517 0.622
C 2.090 0.756 1.320 -0.759
O 1.013 2.151 -0.267 -0.527
C -0.738 0.027 2.089 0.621
C -2.149 0.237 2.593 -0.730
O 0.065 -0.350 2.899 -0.545
H -2.411 0.375 -0.029 0.220
H -1.804 2.024 0.346 0.219
H -1.312 1.149 -1.131 0.227
H 1.850 0.566 2.361 0.279
H 2.497 -0.212 1.012 0.240
H 2.922 1.451 1.264 0.240
H -2.606 1.221 2.415 0.238
H -2.807 -0.497 2.110 0.243
H -2.207 0.015 3.677 0.241
```

Electronic energy in Ha: -1017.89470
Total charge: 0
Orbital gap in eV: 8.95


5.
DFT (ωB97M-V with the def2-TZVPD basis set) results for 2 unconnected molecules or ions with the total composition C9H16FN2O3.

Geometry as XYZ:
```
31
Properties=species:S:1:pos:R:3:nbo_charge:R:1
C 3.500 0.443 0.244 -0.740
C 2.306 1.099 0.896 0.789
O 2.046 0.880 2.038 -0.508
O 1.573 1.991 0.169 -0.518
C 1.125 1.555 -1.111 -0.053
C -0.313 1.037 -1.179 -0.422
C -0.739 -0.015 -0.173 -0.265
C -2.205 0.126 0.287 0.177
N -2.653 1.393 0.733 -0.772
N -2.340 -0.954 1.259 -0.689
C -1.741 -2.027 0.561 0.711
O -1.889 -3.206 0.793 -0.597
C -0.846 -1.497 -0.613 -0.328
C 0.563 -2.112 -0.544 -0.598
H 3.137 -0.292 -0.477 0.225
H 4.113 1.138 -0.326 0.220
H 4.057 -0.110 0.989 0.239
H 1.793 0.817 -1.556 0.159
H 1.173 2.431 -1.760 0.177
H -1.000 1.882 -1.188 0.214
H -0.384 0.583 -2.176 0.192
H -0.197 -0.065 0.773 0.256
H -2.772 -0.257 -0.589 0.107
H -2.939 1.954 -0.068 0.319
H -3.505 1.277 1.268 0.370
H -1.763 -0.730 2.090 0.463
H -1.341 -1.657 -1.571 0.206
H 0.865 -2.129 0.500 0.220
H 0.563 -3.125 -0.944 0.208
H 1.228 -1.472 -1.121 0.182
F -1.414 1.044 2.794 -0.943
```

Relative energy (zero: lowest compared OMol25 entry of this formula, charge and spin) in kJ/mol: 0.0
Electronic energy in Ha: -787.63457
Total charge: -1
Orbital gap in eV: 6.38


6.
DFT (ωB97M-V with the def2-TZVPD basis set) results for a molecular structure, C9H16IrN6Se4Te.

Geometry as XYZ:
```
37
Properties=species:S:1:pos:R:3:nbo_charge:R:1
Ir -0.836 0.655 -0.390 0.836
N -0.347 2.984 -0.645 -0.767
C 1.011 3.319 -0.201 -0.241
C 1.978 2.224 -0.656 -0.247
N 1.558 0.880 -0.230 -0.582
C 2.007 0.459 1.105 -0.242
C 1.119 1.007 2.226 -0.245
N -0.296 0.741 1.934 -0.792
H -0.421 3.172 -1.643 0.420
H -1.027 3.576 -0.175 0.416
H 1.006 3.421 0.883 0.204
H 1.353 4.268 -0.628 0.240
H 2.981 2.455 -0.282 0.231
H 2.001 2.227 -1.750 0.230
H 1.943 0.219 -0.901 0.412
H 3.038 0.779 1.289 0.231
H 1.974 -0.633 1.137 0.220
H 1.264 2.081 2.335 0.211
H 1.431 0.539 3.166 0.238
H -0.894 1.377 2.453 0.415
H -0.542 -0.201 2.232 0.412
Se -0.636 0.740 -3.254 -0.257
Se -2.625 0.655 -4.256 0.025
Te -4.552 0.569 -2.481 0.628
Se -3.512 0.838 -0.315 -0.255
Se -2.983 -2.762 2.240 1.173
N -2.077 -4.087 1.601 -0.602
C -1.280 -3.676 0.625 0.118
C -0.385 -4.438 -0.145 -0.091
C 0.322 -3.781 -1.123 -0.266
C 0.175 -2.397 -1.302 0.118
N -0.631 -1.644 -0.578 -0.463
C -1.370 -2.259 0.365 0.245
N -2.222 -1.605 1.149 -0.727
H -0.282 -5.496 0.039 0.264
H 1.009 -4.318 -1.755 0.262
H 0.745 -1.886 -2.068 0.228
```

Relative energy (zero: lowest compared OMol25 entry of this formula, charge and spin) in kJ/mol: 317.4
Electronic energy in Ha: -10658.61700
Total charge: +2
⟨S²⟩: 0.7610
2S+1: 2
Orbital gap (alpha / beta) in eV: 5.55 / 5.32


7.
DFT (ωB97M-V with the def2-TZVPD basis set) results for 2 unconnected molecules or ions with the total composition C9H16N2.

Geometry as XYZ:
```
27
Properties=species:S:1:pos:R:3:nbo_charge:R:1
C 2.359 -0.191 1.478 0.251
C 2.510 -1.021 -0.798 -0.293
C 2.393 -0.015 0.095 -0.313
C -0.539 0.044 -0.717 -0.031
C -0.654 1.342 -0.367 -0.025
C -0.681 1.898 1.051 -0.665
C -0.504 2.351 -1.442 -0.628
C -1.895 -1.082 1.078 -0.404
C -0.539 -2.428 -0.357 -0.410
N 2.559 -0.211 2.624 -0.295
N -0.758 -1.075 0.156 -0.479
H 2.586 -0.735 -1.815 0.191
H 2.629 -2.060 -0.739 0.208
H 2.432 0.980 -0.348 0.248
H -0.653 -0.282 -1.789 0.185
H -1.711 2.023 1.396 0.227
H 0.012 2.769 1.087 0.218
H -0.254 1.095 1.724 0.228
H 0.170 3.096 -1.036 0.198
H -1.373 2.979 -1.668 0.215
H -0.075 1.816 -2.233 0.213
H -2.916 -1.148 0.629 0.170
H -1.811 -1.881 1.757 0.197
H -1.927 -0.172 1.704 0.203
H 0.419 -2.302 -1.034 0.199
H -0.378 -2.991 0.614 0.217
H -1.401 -2.798 -1.051 0.176
```

Relative energy (zero: lowest compared OMol25 entry of this formula, charge and spin) in kJ/mol: 340.5
Electronic energy in Ha: -461.91306
Total charge: 0
Orbital gap in eV: 8.13


8.
DFT (ωB97M-V with the def2-TZVPD basis set) results for 2 unconnected molecules or ions with the total composition C9H16N2.

Geometry as XYZ:
```
27
Properties=species:S:1:pos:R:3:nbo_charge:R:1
C -2.182 0.317 -0.776 -0.461
C -1.490 -0.446 0.038 0.433
C 1.723 1.361 -0.112 -0.162
C 1.012 1.715 1.001 -0.065
C -1.429 0.606 -1.974 -0.601
C 2.063 2.145 -1.311 -0.666
C -1.338 -3.340 0.371 -0.631
C 0.508 0.982 3.037 -0.089
C -0.298 -2.313 0.971 -0.213
N -0.544 -0.989 0.581 -0.410
N 0.842 0.665 1.814 -0.387
H 2.188 0.403 0.045 0.211
H 0.585 2.679 1.346 0.175
H -0.382 0.127 -1.961 0.215
H -1.851 0.288 -2.966 0.196
H -1.374 1.637 -2.093 0.206
H 1.839 1.702 -2.297 0.224
H 1.565 3.155 -1.429 0.214
H 3.114 2.395 -1.400 0.221
H -2.374 -2.971 0.587 0.213
H -1.127 -3.300 -0.747 0.209
H -1.185 -4.359 0.744 0.213
H 0.217 1.987 3.371 0.144
H -3.210 0.791 -0.554 0.241
H 0.515 0.192 3.754 0.169
H -0.247 -2.415 1.976 0.196
H 0.670 -2.427 0.516 0.206
```

Relative energy (zero: lowest compared OMol25 entry of this formula, charge and spin) in kJ/mol: 477.1
Electronic energy in Ha: -461.86103
Total charge: 0
Orbital gap in eV: 8.30


9.
DFT (ωB97M-V with the def2-TZVPD basis set) results for 2 unconnected molecules or ions with the total composition C9H16N2O2.

Geometry as XYZ:
```
29
Properties=species:S:1:pos:R:3:nbo_charge:R:1
C -4.629 1.319 -0.295 0.676
C -3.814 1.224 0.839 -0.446
C -3.679 0.069 1.415 0.116
C -4.625 -1.297 -0.391 0.790
C 3.073 -0.007 -0.153 -0.115
C 3.099 1.369 0.306 -0.592
C 2.623 -0.015 -1.595 -0.611
C 2.008 -0.708 0.705 -0.605
C 4.458 -0.674 -0.094 -0.600
H -5.568 0.021 -1.726 0.420
H -3.429 2.122 1.280 0.251
H -3.298 -0.027 2.475 0.220
H -3.795 -2.150 1.287 0.446
H 3.593 1.950 -0.574 0.203
H 1.986 1.681 0.276 0.204
H 3.566 1.583 1.220 0.210
H 2.685 -1.102 -1.923 0.214
H 1.570 0.460 -1.816 0.206
H 3.171 0.644 -2.318 0.213
H 2.203 -1.888 0.852 0.208
H 1.026 -0.463 0.224 0.222
H 2.238 -0.226 1.718 0.210
H 4.934 -0.367 0.890 0.204
H 4.268 -1.836 -0.024 0.208
H 5.165 -0.400 -0.874 0.219
N -5.167 -0.053 -0.803 -0.691
N -4.024 -1.151 0.904 -0.635
O -4.920 2.307 -0.898 -0.551
O -4.720 -2.387 -0.905 -0.597
```

Relative energy (zero: lowest compared OMol25 entry of this formula, charge and spin) in kJ/mol: 246.7
Electronic energy in Ha: -612.49181
Total charge: 0
Orbital gap in eV: 10.03


10.
DFT (ωB97M-V with the def2-TZVPD basis set) results for a single C9H16N2O6 molecule.

Geometry as XYZ:
```
33
Properties=species:S:1:pos:R:3:nbo_charge:R:1
C 0.435 0.856 2.127 -0.164
C -0.628 0.124 1.233 0.671
C 0.866 2.401 1.708 0.073
C 1.530 3.241 2.815 -0.654
C -0.528 -1.002 -0.855 -0.171
C -0.206 -2.462 -0.130 0.780
C -0.023 -0.878 -2.249 -0.393
C -0.971 -1.865 -3.125 -0.548
C -2.310 -1.534 -3.188 0.766
H 2.230 0.365 3.186 0.380
H 2.197 0.136 1.259 0.388
H -0.075 1.018 3.069 0.215
H -0.065 2.974 1.486 0.166
H 2.035 3.179 0.301 0.491
H 1.373 4.509 2.426 0.217
H 0.840 3.054 3.822 0.237
H 2.661 2.958 2.943 0.227
H 0.795 0.696 -0.461 0.457
H -1.641 -0.919 -0.847 0.276
H -0.331 0.130 -2.543 0.222
H 0.997 -1.036 -2.350 0.215
H -0.578 -1.968 -4.226 0.247
H -0.712 -2.895 -2.663 0.308
H -4.051 -2.257 -3.611 0.501
H 0.534 -1.509 1.294 0.498
N 1.552 -0.049 2.204 -0.844
N -0.033 0.072 -0.087 -0.688
O -1.613 -0.513 1.674 -0.564
O 1.673 2.276 0.583 -0.756
O -0.488 -3.504 -0.563 -0.578
O -2.791 -0.657 -2.519 -0.603
O -3.086 -2.446 -3.842 -0.683
O 0.412 -2.497 1.129 -0.690
```

Relative energy (zero: lowest compared OMol25 entry of this formula, charge and spin) in kJ/mol: 505.1
Electronic energy in Ha: -913.37681
Total charge: 0
Orbital gap in eV: 9.29


11.
DFT (ωB97M-V with the def2-TZVPD basis set) results for 2 unconnected molecules or ions with the total composition C9H16N2OS.

Geometry as XYZ:
```
29
Properties=species:S:1:pos:R:3:nbo_charge:R:1
C 2.207 -1.244 -3.571 -0.083
C 1.770 -1.895 -2.432 -0.133
C 0.129 -0.806 -3.266 0.171
C -1.510 1.587 0.899 -0.591
C 0.701 0.684 -0.129 -0.587
C 0.512 1.168 2.398 -0.598
C -0.784 -0.661 1.362 0.156
C -0.341 -2.025 -1.155 -0.196
C -0.233 0.686 1.114 -0.126
N 1.148 -0.464 -4.003 -0.447
N 0.434 -1.627 -2.229 -0.396
O -0.146 -1.732 1.839 -0.673
S 0.157 -3.489 -0.391 0.082
H 3.111 -1.178 -4.060 0.209
H 2.438 -2.611 -1.987 0.226
H -0.830 -0.362 -3.322 0.190
H -2.127 1.657 1.789 0.211
H -1.106 2.535 0.717 0.206
H -2.158 1.227 0.104 0.207
H 1.393 -0.111 -0.135 0.206
H 1.209 1.608 -0.145 0.202
H 0.133 0.675 -1.007 0.209
H 1.009 0.387 2.862 0.182
H 1.162 1.975 2.162 0.211
H -0.177 1.581 3.116 0.213
H -1.681 -0.860 0.919 0.152
H -1.383 -2.083 -1.173 0.204
H 0.636 -1.494 2.458 0.482
H 1.286 -2.854 -0.126 0.110
```

Relative energy (zero: lowest compared OMol25 entry of this formula, charge and spin) in kJ/mol: 487.2
Electronic energy in Ha: -935.28897
Total charge: 0
Orbital gap (alpha / beta) in eV: 8.00 / 6.41


12.
DFT (ωB97M-V with the def2-TZVPD basis set) results for a single C9H16N2S molecule.

Geometry as XYZ:
```
28
Properties=species:S:1:pos:R:3:nbo_charge:R:1
C -2.484 0.793 0.557 0.171
C 0.922 -0.598 -0.199 -0.300
C -1.750 -1.389 0.277 0.396
C -3.423 1.892 0.384 -0.773
C 3.323 -1.148 -0.335 -0.582
C 2.548 0.295 1.578 -0.638
C 2.464 1.199 -0.859 -0.578
C -4.032 -1.019 -0.408 -0.454
C 2.273 -0.054 0.130 -0.156
N -1.843 -2.544 -0.078 -0.673
N -2.767 -0.428 0.170 -0.448
S -0.206 -0.494 1.028 0.370
H -3.740 1.934 -0.611 0.220
H -2.629 2.650 0.511 0.249
H -4.294 2.195 1.116 0.257
H 4.202 -0.778 0.044 0.197
H 2.980 -1.993 0.273 0.207
H 3.233 -1.217 -1.439 0.220
H 3.190 -0.334 2.089 0.211
H 1.646 0.370 2.139 0.207
H 2.945 1.291 1.613 0.209
H 2.227 0.905 -1.810 0.218
H 3.459 1.462 -0.609 0.202
H 1.802 1.912 -0.399 0.203
H -5.008 -0.547 -0.239 0.218
H -3.972 -1.079 -1.505 0.214
H -4.071 -1.994 -0.105 0.231
H -1.027 -3.152 -0.222 0.401
```

Relative energy (zero: lowest compared OMol25 entry of this formula, charge and spin) in kJ/mol: 633.2
Electronic energy in Ha: -859.97131
Total charge: 0
Orbital gap in eV: 8.00


Q: Among the records above, which one has the lowest total charge?
A: C9H16FN2O3